A | Density functional theory data (ωB97M-V/def2-TZVPD) for 2 unconnected molecules or ions with the total composition C3H10O2S2.

CARTESIAN COORDINATES (ANGSTROEM)
H -1.56 -1.43 1.65
H -1.74 0.67 -0.22
O -0.33 -0.91 -2.57
S 2.29 -1.47 -0.91
S 2.53 0.42 -0.03
C -1.39 0.35 0.76
H 0.27 1.06 -0.93
H 1.27 2.27 -0.18
O -1.37 -1.06 0.78
H 0.51 0.14 1.61
H 1.89 -2.08 0.24
C -0.03 0.97 1.14
H -0.15 1.86 1.76
H -0.41 -1.02 -1.61
H -0.60 -1.75 -2.92
H -2.09 0.74 1.50
C 0.92 1.23 -0.08

Calculated values
Total charge   0
SMILES string   OCCCSS.O
LUMO level   0.5261 eV
Orbital gap   9.529 eV

B | Density functional theory data (ωB97M-V/def2-TZVPD) for 2 unconnected molecules or ions with the total composition C3H10O2S2.

CARTESIAN COORDINATES (ANGSTROEM)
H -0.08 2.24 1.95
H 1.13 -0.03 -0.57
H 0.64 -0.16 2.10
H -0.40 -0.62 -0.73
O -0.15 -0.07 -3.00
S 1.19 -2.20 0.20
H -1.42 1.75 -0.14
H 1.21 1.87 0.81
H -1.00 -0.13 1.56
H -0.91 -3.71 0.68
O -0.54 2.15 -0.08
C 0.40 -0.60 0.02
C 0.01 0.19 1.27
H 0.30 0.76 -2.80
H -0.60 0.16 -3.82
S 0.05 -3.26 1.51
C 0.17 1.67 1.05

Calculated values
Total charge   0
SMILES string   OCCCSS.O
LUMO level   0.6145 eV
Orbital gap   9.484 eV

Most favorable first, least favorable last: B, A

A | Density functional theory data (ωB97M-V/def2-TZVPD) for 2 unconnected molecules or ions with the total composition C2H7N3O2.

CARTESIAN COORDINATES (ANGSTROEM)
H 1.49 1.04 0.49
O -0.70 1.05 -2.44
H -1.70 -0.40 1.48
O 0.35 2.25 -0.87
C 0.03 -0.20 0.26
N -0.23 -1.49 -0.26
N -0.70 -0.08 1.46
H -0.58 -2.23 0.50
N 1.44 0.01 0.50
C -0.12 1.20 -1.25
H -1.03 0.16 -2.58
H -0.65 0.78 1.93
H 0.63 -1.87 -0.61
H 1.76 -0.22 1.41

Calculated values
2S+1   3
Total charge   0
<S²>   2.0063
LUMO level (spin up / spin down)   0.8310 / -1.9123 eV
Orbital gap (spin up / spin down)   5.581 / 7.754 eV

B | Density functional theory data (ωB97M-V/def2-TZVPD) for 2 unconnected molecules or ions with the total composition C2H7N3O2.

CARTESIAN COORDINATES (ANGSTROEM)
H 0.33 -1.16 2.46
H -1.41 0.25 1.71
N -0.32 -1.55 1.78
H 2.23 1.92 -1.43
H -3.43 -2.64 -0.05
H 0.66 -0.28 -0.65
O -2.87 -2.35 0.68
H 0.62 1.73 -1.62
N 1.51 1.23 -1.64
N 1.48 0.31 -0.50
H 2.29 -0.29 -0.63
O -2.29 -0.72 -0.74
C -2.18 -1.27 0.33
C -1.24 -0.79 1.40

Calculated values
2S+1   3
Total charge   0
<S²>   2.0099
LUMO level (spin up / spin down)   0.1178 / -4.5069 eV
Orbital gap (spin up / spin down)   3.417 / 3.596 eV

Most favorable first, least favorable last: A, B

A | Density functional theory data (ωB97M-V/def2-TZVPD) for HNO3P2 in the gas phase.

CARTESIAN COORDINATES (ANGSTROEM)
P 0.50 -1.39 -1.63
O 0.32 -1.40 -3.07
N 2.38 -2.08 -1.39
P -0.71 0.70 -0.73
H -0.29 1.29 0.66
O 0.80 0.42 -1.30
O 3.06 -1.79 -2.26

Calculated values
Total charge   0
SMILES string   O=N[P@]1(=O)OP1
LUMO level (spin up / spin down)   -2.8012 / -2.8158 eV
Orbital gap (spin up / spin down)   5.434 / 5.410 eV

B | Density functional theory data (ωB97M-V/def2-TZVPD) for a molecular structure, HNO3P2.

CARTESIAN COORDINATES (ANGSTROEM)
O -1.75 1.60 -0.41
P 0.95 0.68 -0.77
O 0.59 -2.15 -0.05
P -0.73 1.38 0.62
N 0.00 -1.13 -0.11
O -1.01 -0.92 0.56
H 1.95 0.54 0.17

Calculated values
Total charge   0
LUMO level   -1.6476 eV
Orbital gap   7.822 eV

Most favorable first, least favorable last: B, A